Below is 21 unconnected molecules or ions with the total composition C9H58NO21 at a distorted geometry, with properties calculated with ωB97M-V with the def2-TZVPD basis set.

Each line ends with the Löwdin charge.
Geometry (Å):
1 C 2.832 -2.693 0.534  -0.061
2 C 2.255 -1.351 1.016  -0.503
3 C 2.508 -0.302 -0.119  -0.171
4 C 1.483 -0.275 -1.274  -0.190
5 C 0.081 -0.076 -0.646  -0.158
6 C -0.269 -1.237 0.349  -0.488
7 N 0.809 -1.351 1.405  -0.174
8 O 0.422 -1.968 2.715  -0.385
9 C -0.632 -2.490 -0.457  -0.057
10 C -1.602 -0.696 0.967  -0.076
11 C 3.111 -0.863 2.215  -0.078
12 H 3.913 -2.598 0.634  0.062
13 H 2.579 -3.094 -0.448  0.062
14 H 2.525 -3.480 1.223  0.069
15 H 3.438 -0.415 -0.675  0.101
16 H 2.578 0.692 0.323  0.100
17 H 1.583 -1.219 -1.811  0.089
18 H 1.922 0.464 -1.944  0.093
19 H -0.617 -0.108 -1.483  0.098
20 H -0.040 0.892 -0.161  0.105
21 H -1.568 -2.500 -1.016  0.074
22 H -0.660 -3.355 0.206  0.071
23 H 0.269 -2.684 -1.039  0.050
24 H -2.330 -1.438 1.296  0.067
25 H -2.170 -0.053 0.296  0.056
26 H -1.429 0.005 1.784  0.065
27 H 2.819 0.097 2.641  0.064
28 H 4.145 -0.658 1.937  0.067
29 H 2.921 -1.467 3.102  0.063
30 O -0.480 3.209 4.532  -0.057
31 H -0.212 2.642 3.808  0.031
32 H 0.317 3.682 4.772  0.023
33 O -1.881 -6.195 7.076  -0.059
34 H -1.516 -6.942 6.600  0.027
35 H -1.509 -5.428 6.639  0.031
36 O -5.515 3.358 5.325  -0.054
37 H -5.805 3.595 4.444  0.024
38 H -4.563 3.294 5.255  0.029
39 O -5.423 -6.912 2.259  -0.056
40 H -5.626 -6.566 3.128  0.027
41 H -4.466 -6.926 2.224  0.029
42 O -1.969 -7.134 -4.083  -0.057
43 H -2.361 -6.445 -4.619  0.027
44 H -1.485 -6.665 -3.404  0.029
45 O 0.083 -7.425 2.626  -0.061
46 H 0.047 -6.471 2.554  0.029
47 H 0.932 -7.661 2.251  0.025
48 O -2.900 4.170 -6.537  -0.054
49 H -2.161 4.488 -6.019  0.028
50 H -2.865 4.682 -7.345  0.026
51 O 2.022 -0.690 8.574  -0.059
52 H 1.557 -1.001 7.797  0.033
53 H 2.948 -0.769 8.348  0.025
54 O 6.422 2.286 -6.067  -0.052
55 H 6.503 2.949 -6.753  0.027
56 H 6.067 2.761 -5.316  0.027
57 O 5.073 6.113 2.038  -0.056
58 H 4.605 5.930 2.853  0.028
59 H 4.509 5.754 1.352  0.028
60 O -5.194 -2.503 7.128  -0.056
61 H -4.361 -2.189 6.776  0.031
62 H -4.946 -3.143 7.795  0.025
63 O 0.048 7.160 0.506  -0.055
64 H -0.770 6.909 0.936  0.031
65 H 0.052 8.116 0.539  0.025
66 O 10.741 -0.868 3.822  -0.056
67 H 11.134 -0.141 3.338  0.026
68 H 10.002 -1.145 3.281  0.030
69 O -7.649 5.118 1.340  -0.051
70 H -7.315 5.079 0.444  0.026
71 H -8.039 5.989 1.413  0.027
72 O -4.999 -3.410 -6.598  -0.054
73 H -4.286 -2.774 -6.643  0.028
74 H -5.795 -2.887 -6.697  0.026
75 O 4.764 5.815 -3.064  -0.054
76 H 4.457 6.596 -2.604  0.026
77 H 3.985 5.474 -3.505  0.026
78 O 0.550 7.164 -4.487  -0.054
79 H 0.402 7.024 -3.552  0.027
80 H 0.713 8.103 -4.567  0.028
81 O -9.202 1.205 -1.328  -0.054
82 H -9.140 2.040 -1.791  0.023
83 H -8.366 1.123 -0.868  0.031
84 O 4.487 -1.568 -7.913  -0.055
85 H 4.998 -1.120 -7.239  0.028
86 H 5.043 -2.298 -8.189  0.026
87 O -1.010 -0.462 -8.019  -0.054
88 H -1.450 0.388 -8.028  0.024
89 H -0.080 -0.252 -8.106  0.029

Calculated values
Total charge: -1
LUMO level (eV): 1.2
HOMO (eV): -2.094
DFT total energy (Ha): -2012.32651
Kohn-Sham gap (eV): 3.3
Energy above the lowest of the compared OMol25 structures with the same formula, charge and spin (eV): 6.369


Below is 5 unconnected molecules or ions with the total composition C20H35N5 at a distorted geometry, with properties calculated with ωB97M-V with the def2-TZVPD basis set.

Each line ends with the natural charge from an NBO analysis.
Geometry (Å):
1 C -6.633 -0.539 -0.636  -0.615
2 C -5.797 -1.609 0.058  -0.381
3 C -6.171 -3.066 -0.279  -0.509
4 C -7.598 -3.366 -0.159  0.294
5 N -8.720 -3.592 -0.067  -0.351
6 H -6.610 -0.701 -1.713  0.205
7 H -6.215 0.433 -0.377  0.219
8 H -7.665 -0.535 -0.291  0.217
9 H -6.018 -1.620 1.132  0.201
10 H -4.719 -1.499 -0.025  0.230
11 H -5.671 -3.751 0.413  0.245
12 H -5.882 -3.438 -1.268  0.245
13 C -0.319 0.432 -0.482  -0.628
14 C 0.322 -0.158 -1.721  -0.387
15 C -0.637 -0.490 -2.886  -0.502
16 C -1.784 -1.257 -2.346  0.309
17 N -2.624 -1.881 -1.872  -0.369
18 H -0.987 -0.278 0.011  0.215
19 H -0.915 1.325 -0.671  0.206
20 H 0.438 0.589 0.287  0.235
21 H 0.755 -1.124 -1.442  0.206
22 H 1.153 0.414 -2.132  0.224
23 H -0.201 -1.116 -3.662  0.250
24 H -1.000 0.423 -3.358  0.238
25 C -2.205 -2.785 3.371  -0.615
26 C -1.340 -1.860 2.517  -0.379
27 C -1.152 -0.539 3.311  -0.531
28 C -2.372 0.258 3.358  0.296
29 N -3.368 0.826 3.326  -0.350
30 H -2.498 -3.612 2.715  0.211
31 H -3.117 -2.304 3.727  0.214
32 H -1.719 -3.207 4.250  0.205
33 H -1.833 -1.701 1.560  0.214
34 H -0.359 -2.296 2.336  0.217
35 H -0.354 0.074 2.882  0.273
36 H -0.765 -0.733 4.313  0.243
37 C 3.419 5.637 -1.818  -0.604
38 C 3.039 4.160 -2.021  -0.384
39 C 4.202 3.407 -2.661  -0.503
40 C 3.939 1.946 -2.759  0.307
41 N 3.737 0.812 -2.754  -0.364
42 H 2.587 6.118 -1.314  0.224
43 H 3.672 6.063 -2.792  0.205
44 H 4.366 5.736 -1.283  0.205
45 H 2.136 4.100 -2.626  0.215
46 H 2.831 3.690 -1.058  0.210
47 H 5.137 3.430 -2.099  0.246
48 H 4.390 3.691 -3.699  0.246
49 C 6.509 -0.369 0.269  -0.612
50 C 5.012 -0.374 0.537  -0.399
51 C 4.631 -0.420 2.010  -0.502
52 C 3.154 -0.338 2.155  0.328
53 N 2.011 -0.288 2.189  -0.382
54 H 6.715 -0.416 -0.803  0.225
55 H 7.052 -1.246 0.632  0.208
56 H 7.000 0.518 0.672  0.203
57 H 4.522 -1.145 -0.063  0.225
58 H 4.579 0.505 0.047  0.215
59 H 5.010 0.425 2.584  0.245
60 H 4.930 -1.359 2.473  0.247

Calculated values
SMILES: CCCC#N.CCCC#N.CCCC#N.CCCC#N.CCCC#N
Total charge: 0
LUMO level (eV): 0.2
HOMO (eV): -10.883
DFT total energy (Ha): -1056.79574
Kohn-Sham gap (eV): 11.1
Energy above the lowest of the compared OMol25 structures with the same formula, charge and spin (eV): 0.567


Below is 2 unconnected molecules or ions with the total composition C4H12 at a distorted geometry, with properties calculated with ωB97M-V with the def2-TZVPD basis set.

Each line ends with the natural charge from an NBO analysis.
Geometry (Å):
1 C 0.455 -2.310 1.193  -0.607
2 C -0.059 -0.922 1.621  -0.603
3 H 1.152 -2.680 1.950  0.200
4 H -0.390 -2.967 1.033  0.202
5 H 1.092 -2.280 0.302  0.202
6 H -0.589 -0.907 2.573  0.204
7 H -0.834 -0.619 0.923  0.197
8 H 0.774 -0.213 1.566  0.203
9 C -0.403 1.670 -0.664  -0.614
10 C 0.003 1.613 -2.145  -0.610
11 H -0.940 2.541 -0.240  0.207
12 H -0.994 0.778 -0.546  0.204
13 H 0.425 1.780 0.032  0.204
14 H 0.664 0.755 -2.302  0.201
15 H 0.531 2.443 -2.603  0.207
16 H -0.886 1.316 -2.694  0.202

Calculated values
SMILES: CC.CC
Total charge: 0
LUMO level (eV): 1.1
HOMO (eV): -11.187
DFT total energy (Ha): -159.56494
Kohn-Sham gap (eV): 12.3
Energy above the lowest of the compared OMol25 structures with the same formula, charge and spin (eV): 0.545


Below is a molecular structure, C55H49BClN10O6PbS2 at a distorted geometry, with properties calculated with ωB97M-V with the def2-TZVPD basis set.

Each line ends with the Löwdin charge.
Geometry (Å):
1 Pb 0.031 -0.801 0.469  1.433
2 C 3.636 3.403 1.752  -0.001
3 C 2.283 2.862 1.431  -0.252
4 C 1.063 3.470 1.632  0.045
5 C 0.100 2.574 1.164  -0.224
6 N 0.713 1.462 0.723  -0.022
7 N 2.060 1.655 0.873  0.037
8 B 3.171 0.774 0.236  -0.514
9 N 3.049 0.661 -1.325  0.015
10 N 2.074 0.006 -2.003  0.096
11 C 2.521 -0.116 -3.260  -0.248
12 C 3.764 0.506 -3.408  0.033
13 C 4.073 0.981 -2.154  -0.275
14 C 5.282 1.763 -1.759  -0.012
15 C 1.816 -0.793 -4.363  -0.095
16 C 2.515 -1.628 -5.234  0.003
17 C 1.885 -2.190 -6.331  -0.044
18 C 0.544 -1.927 -6.588  -0.046
19 C -0.168 -1.110 -5.728  0.003
20 C 0.481 -0.571 -4.635  -0.147
21 N 3.274 -0.641 0.852  0.038
22 N 2.333 -1.600 0.685  -0.040
23 C 2.794 -2.713 1.251  -0.242
24 C 4.085 -2.482 1.745  0.044
25 C 4.347 -1.153 1.486  -0.244
26 C 5.567 -0.378 1.861  -0.003
27 C 1.980 -3.932 1.381  -0.160
28 C 0.855 -4.149 0.634  -0.003
29 C -0.112 -5.234 1.026  -0.243
30 C 0.583 -6.373 1.719  -0.034
31 C 1.745 -6.161 2.377  -0.071
32 C 2.390 -4.911 2.321  0.011
33 C -1.348 2.824 1.137  -0.169
34 C -1.890 3.747 2.033  -0.019
35 C -3.243 4.040 2.020  -0.065
36 C -4.082 3.412 1.112  -0.078
37 C -3.555 2.491 0.219  -0.078
38 C -2.200 2.206 0.227  -0.046
39 H 3.528 4.297 2.362  0.089
40 H 4.184 3.669 0.847  0.082
41 H 4.227 2.673 2.303  0.079
42 H 0.902 4.455 2.035  0.119
43 H 4.201 1.320 0.440  0.097
44 H 4.348 0.599 -4.309  0.123
45 H 5.914 1.909 -2.633  0.090
46 H 5.866 1.255 -0.992  0.071
47 H 4.997 2.745 -1.377  0.069
48 H 3.554 -1.839 -5.022  0.126
49 H 2.443 -2.837 -6.995  0.116
50 H 0.052 -2.361 -7.447  0.115
51 H -1.217 -0.898 -5.900  0.130
52 H 0.394 0.412 -2.885  0.140
53 H 4.736 -3.169 2.258  0.114
54 H 6.257 -1.039 2.380  0.087
55 H 5.316 0.449 2.527  0.084
56 H 6.073 0.034 0.988  0.073
57 H 0.616 -3.522 -0.213  0.059
58 H -0.685 -5.597 0.174  0.124
59 H 0.085 -7.331 1.746  0.117
60 H 2.183 -6.958 2.963  0.122
61 H 3.247 -4.722 2.953  0.114
62 H -1.251 4.224 2.764  0.117
63 H -3.649 4.750 2.728  0.112
64 H -5.142 3.636 1.101  0.109
65 H -4.208 1.985 -0.481  0.103
66 H -1.800 1.495 -0.486  0.081
67 O 0.831 -0.777 2.826  -0.136
68 H 0.670 -1.585 3.332  0.064
69 H 0.161 -0.096 3.188  -0.015
70 O -0.731 -4.719 -2.444  -0.100
71 H -0.820 -5.657 -2.639  0.037
72 H -1.377 -4.515 -1.747  -0.092
73 O -1.562 -6.332 3.845  -0.239
74 S -1.257 -4.951 3.654  0.748
75 O -0.137 -4.366 4.316  -0.243
76 N -1.154 -4.607 1.947  -0.097
77 C -2.084 -3.728 1.535  -0.703
78 S -2.352 -3.266 -0.031  0.752
79 C -2.931 -3.271 2.651  -0.216
80 C -3.948 -2.334 2.588  -0.035
81 C -4.685 -2.082 3.737  -0.037
82 C -4.422 -2.763 4.921  -0.014
83 C -3.395 -3.696 4.992  -0.014
84 C -2.665 -3.916 3.845  -0.213
85 H -4.145 -1.812 1.662  0.090
86 H -5.481 -1.350 3.706  0.090
87 H -5.018 -2.564 5.802  0.120
88 H -3.175 -4.234 5.905  0.129
89 C -2.672 0.448 -3.439  -0.046
90 C -1.525 -0.236 -3.285  -0.021
91 N -0.245 0.340 -3.709  0.011
92 C -0.336 1.669 -4.302  0.038
93 C -1.485 2.381 -4.327  -0.198
94 C -2.697 1.776 -3.921  0.015
95 C -1.482 3.778 -4.794  -0.020
96 C -0.520 4.692 -4.640  -0.007
97 C 0.789 4.584 -3.960  -0.266
98 C 1.816 5.452 -4.312  0.007
99 C 3.045 5.269 -3.697  -0.103
100 N 3.244 4.338 -2.770  0.106
101 C 2.185 3.594 -2.461  -0.172
102 N 0.982 3.658 -3.013  0.134
103 H -3.592 -0.048 -3.158  0.126
104 H -1.449 -1.241 -2.898  0.132
105 H 0.600 2.021 -4.703  0.145
106 H -3.626 2.327 -3.970  0.122
107 H -2.391 4.086 -5.298  0.119
108 H -0.704 5.671 -5.070  0.116
109 H 1.668 6.228 -5.051  0.117
110 H 3.900 5.879 -3.965  0.116
111 H 2.316 2.848 -1.690  0.097
112 Cl -7.361 1.874 5.078  0.684
113 C -5.797 1.442 4.466  -0.657
114 C -5.707 0.677 3.313  -0.127
115 C -4.456 0.329 2.830  -0.090
116 C -3.305 0.734 3.495  -0.120
117 C -3.415 1.501 4.649  0.003
118 C -4.659 1.861 5.140  -0.084
119 C -1.946 0.335 2.988  -0.560
120 O -0.940 0.762 3.601  0.016
121 O -1.916 -0.395 1.953  -0.198
122 H -6.612 0.369 2.805  0.119
123 H -4.354 -0.258 1.926  0.097
124 H -2.510 1.809 5.154  0.124
125 H -4.758 2.460 6.036  0.108

Calculated values
Total charge: +1
LUMO level (spin up / spin down) (eV): -3.9 / -3.1
HOMO (spin up / spin down) (eV): -9.812 / -10.546
DFT total energy (Ha): -4598.38962
Kohn-Sham gap (spin up / spin down) (eV): 6.0 / 7.4


Below is a single C4H6OS molecule at a distorted geometry, with properties calculated with ωB97M-V with the def2-TZVPD basis set.

Each line ends with the natural charge from an NBO analysis.
Geometry (Å):
1 C 1.864 1.269 -0.101  -0.731
2 C 1.503 -0.196 -0.114  0.587
3 O 2.269 -1.101 -0.351  -0.514
4 C 0.206 -0.520 0.614  -0.584
5 C -0.995 0.374 0.300  -0.270
6 S -2.449 -0.064 -0.244  0.099
7 H 1.910 1.630 0.984  0.243
8 H 2.891 1.551 -0.604  0.253
9 H 0.972 1.679 -0.654  0.229
10 H 0.460 -0.237 1.633  0.247
11 H 0.076 -1.749 0.725  0.260
12 H -0.747 1.402 0.442  0.183

Calculated values
SMILES: CC(=O)CC=S
Total charge: 0
LUMO level (eV): -0.5
HOMO (eV): -9.027
DFT total energy (Ha): -629.37671
Kohn-Sham gap (eV): 8.6
Energy above the lowest of the compared OMol25 structures with the same formula, charge and spin (eV): 1.917


Below is a gas-phase ion, C5H12NO (charge +1) at a distorted geometry, with properties calculated with ωB97M-V with the def2-TZVPD basis set.

Each line ends with the natural charge from an NBO analysis.
Geometry (Å):
1 C -1.246 -1.600 -0.069  -0.635
2 C -0.548 -0.535 0.818  -0.240
3 N 0.375 0.309 0.049  -0.289
4 C 0.529 1.679 0.730  -0.409
5 C -0.248 0.620 -1.287  -0.427
6 C 1.802 -0.349 -0.097  0.575
7 O 1.972 -1.461 -0.470  -0.394
8 H -2.210 -1.292 -0.410  0.230
9 H -0.523 -1.876 -0.864  0.233
10 H -1.464 -2.392 0.680  0.255
11 H 0.080 -1.046 1.582  0.231
12 H -1.290 0.004 1.371  0.240
13 H 1.325 2.330 0.364  0.254
14 H -0.484 1.996 0.506  0.232
15 H 0.512 1.363 1.797  0.237
16 H -1.299 0.745 -1.139  0.243
17 H 0.333 1.433 -1.680  0.233
18 H -0.219 -0.263 -2.024  0.257
19 H 2.604 0.335 0.142  0.174

Calculated values
SMILES: CC[N+](C)(C)C=O
Total charge: +1
LUMO level (eV): -4.3
HOMO (eV): -15.951
DFT total energy (Ha): -327.39176
Kohn-Sham gap (eV): 11.7
Energy above the lowest of the compared OMol25 structures with the same formula, charge and spin (eV): 1.846